20
Properties=species:S:1:pos:R:3:lowdin_charge:R:1 method="wB97M-V/def2-TZVPD" smiles="C=C(C)C(=C)/C=C/C" molar_mass_da=108.18 homo_lumo_gap_ev=8.5 lumo_energy_ha=0.0201 spin_multiplicity=1 e_above_lowest_kcal_mol=49.6
C -0.25 -1.00 -0.45 -0.301
C -1.36 -0.05 -0.16 -0.353
C -0.43 -2.05 -1.28 0.043
H 3.15 -0.04 1.52 0.072
C 1.09 -0.68 0.06 -0.070
H 1.95 -1.27 -0.24 0.116
H 2.26 1.10 2.41 0.076
H -1.28 1.71 -1.37 0.081
H -1.47 -0.32 1.96 0.070
H -1.34 -2.62 -1.11 0.065
H -2.93 0.92 -1.20 0.078
H -2.38 1.06 1.33 0.068
C -1.77 0.21 1.07 0.045
H -1.73 0.31 -2.29 0.074
C 1.38 0.55 0.54 -0.149
H 0.29 -2.51 -1.95 0.057
H 3.26 1.59 0.94 0.072
H 0.82 1.41 0.17 0.106
C -1.85 0.78 -1.32 -0.050
C 2.57 0.89 1.39 -0.101

28
Properties=species:S:1:pos:R:3:lowdin_charge:R:1 method="wB97M-V/def2-TZVPD" smiles="CC1(C)NC(=[NH2+])N(c2ccccc2)O1" molar_mass_da=192.24 homo_lumo_gap_ev=9.4 charge=+1 lumo_energy_ha=-0.1127 spin_multiplicity=1 e_above_lowest_kcal_mol=90.8
C 2.86 -1.33 -0.82 -0.010
H -0.94 -2.00 -0.35 0.144
C 2.10 -0.48 0.12 -0.522
H 2.65 1.44 -1.11 0.202
H 3.88 -0.33 1.18 0.074
H -5.04 -0.43 -0.56 0.117
N 0.09 2.39 -0.80 0.273
C -4.00 -0.34 -0.25 -0.070
C -1.38 -0.07 0.41 -0.308
C 2.84 -0.33 1.46 0.003
H 2.56 0.65 1.97 0.108
H 2.26 -1.95 -1.57 0.134
N 1.92 0.89 -0.61 0.189
C -3.60 0.75 0.44 -0.061
H -2.09 1.70 1.42 0.137
C 0.74 1.37 -0.32 -0.138
C -3.14 -1.41 -0.58 0.020
H 3.31 -1.99 -0.04 0.104
H 0.55 3.17 -1.07 0.106
C -1.74 -1.20 -0.26 0.024
C -2.24 0.90 0.70 -0.069
O 0.75 -0.93 0.14 -0.083
H -3.51 -2.29 -0.97 0.079
H 3.60 -0.90 -1.47 0.090
H -0.83 2.35 -0.48 0.086
H -4.19 1.57 0.63 0.096
N -0.01 0.11 0.67 0.108
H 2.59 -1.32 2.11 0.165

25
Properties=species:S:1:pos:R:3:lowdin_charge:R:1 method="wB97M-V/def2-TZVPD" smiles=COc1n[nH][n+](C)c1C(C)C molar_mass_da=156.21 homo_lumo_gap_ev=9.8 charge=+1 lumo_energy_ha=-0.1265 spin_multiplicity=1 e_above_lowest_kcal_mol=101.2
H -3.85 0.66 -0.89 0.079
C 1.46 1.23 -1.33 0.021
O -2.23 0.70 0.48 -0.040
H 1.75 -2.34 -1.51 0.116
H 1.32 2.33 1.25 0.111
H -3.87 1.98 0.18 0.120
H 0.28 0.96 2.12 0.145
H -4.24 0.27 0.86 0.120
H 2.19 -2.05 0.22 0.154
C -3.64 0.88 0.13 0.017
C 1.38 -2.51 -0.51 0.028
N -1.96 -1.60 0.09 0.154
H -0.22 1.96 0.87 0.044
C 1.17 0.51 0.11 -0.338
H 2.20 0.01 0.21 0.155
C 0.13 -0.47 -0.04 0.000
H -1.00 -3.32 -0.14 0.151
C 0.65 1.46 1.13 -0.065
H 1.26 0.62 -2.18 0.069
N 0.25 -1.75 -0.23 -0.104
N -0.95 -2.37 -0.28 0.040
H 2.58 1.30 -1.22 0.108
H 1.28 -3.54 -0.26 0.104
C -1.61 -0.39 0.24 -0.227
H 0.95 2.10 -1.39 0.037

64
Properties=species:S:1:pos:R:3:lowdin_charge:R:1 method="wB97M-V/def2-TZVPD" molar_mass_da=618.90 homo_lumo_gap_ev=7.8 lumo_energy_ha=-0.0480 spin_multiplicity=1 e_above_lowest_kcal_mol=0.0
P 0.01 0.18 -2.00 1.085
H -1.78 1.59 -3.96 0.102
H -4.88 -1.32 -4.67 0.106
C 1.60 -2.19 -5.01 -0.074
C 2.95 -2.23 -4.65 -0.077
H -0.51 2.91 -1.23 0.105
Sc 0.63 0.13 0.88 0.636
H 0.12 -0.41 8.56 0.133
H 2.78 -0.60 -1.67 0.024
C 1.29 -2.16 1.08 -0.176
C -3.96 -1.02 -4.16 -0.077
O 0.26 1.14 2.54 -0.177
N 1.57 -1.70 6.67 -0.313
C -0.79 1.11 7.30 -0.111
C 0.40 1.76 -2.83 -0.381
C -3.35 0.20 -4.45 -0.072
C -0.07 2.95 -2.23 -0.099
C 2.45 -1.04 -2.61 -0.109
C 0.63 4.21 -4.18 -0.077
H -1.52 2.53 5.86 0.131
N -1.73 1.50 8.33 -0.316
C -0.86 1.69 6.01 0.102
H 1.64 3.07 -5.73 0.107
C -0.33 1.76 3.55 -0.513
H 0.69 5.15 -4.72 0.106
H -0.38 -1.57 -4.46 0.104
C 0.36 -2.11 0.00 -0.230
H -3.86 -2.82 -2.95 0.110
H 1.00 -1.92 3.28 0.089
C -3.38 -1.87 -3.21 -0.073
H -1.60 -1.44 2.64 0.122
C 0.82 -0.49 6.50 -0.110
C 0.03 4.16 -2.92 -0.078
H -3.77 0.85 -5.22 0.107
C 1.15 3.04 -4.75 -0.070
O -1.72 0.85 9.40 0.062
C 3.37 -1.67 -3.44 -0.068
O -2.52 2.43 8.11 0.075
H 3.68 -2.72 -5.31 0.106
C 0.58 -1.87 2.28 -0.151
C -0.92 -1.72 0.53 -0.196
C 1.07 1.83 -4.07 -0.070
H 1.36 -0.34 4.41 0.108
H 4.42 -1.73 -3.14 0.111
C -0.13 1.15 4.93 -0.067
H 1.26 -2.64 -5.94 0.106
H -1.83 -1.57 -0.04 0.089
C -2.18 -1.52 -2.60 -0.119
O 2.04 -2.23 5.63 0.053
C 1.10 -0.93 -3.00 -0.380
H -0.37 5.07 -2.47 0.109
O 1.72 -2.19 7.80 0.080
H 0.58 -2.38 -1.03 0.089
H -1.68 -2.25 -1.96 0.095
C 0.74 0.08 5.20 0.089
O -1.02 2.76 3.49 0.086
C 0.67 -1.57 -4.18 -0.080
C -1.60 -0.25 -2.82 -0.344
H 1.51 0.93 -4.51 0.103
C -0.78 -1.61 1.94 -0.136
C 0.07 0.03 7.57 0.102
C -2.21 0.61 -3.75 -0.072
Cl 2.80 0.81 0.39 0.066
H 2.35 -2.40 0.99 0.119

Copy entry 3 word for word.
25
Properties=species:S:1:pos:R:3:lowdin_charge:R:1 method="wB97M-V/def2-TZVPD" smiles=COc1n[nH][n+](C)c1C(C)C molar_mass_da=156.21 homo_lumo_gap_ev=9.8 charge=+1 lumo_energy_ha=-0.1265 spin_multiplicity=1 e_above_lowest_kcal_mol=101.2
H -3.85 0.66 -0.89 0.079
C 1.46 1.23 -1.33 0.021
O -2.23 0.70 0.48 -0.040
H 1.75 -2.34 -1.51 0.116
H 1.32 2.33 1.25 0.111
H -3.87 1.98 0.18 0.120
H 0.28 0.96 2.12 0.145
H -4.24 0.27 0.86 0.120
H 2.19 -2.05 0.22 0.154
C -3.64 0.88 0.13 0.017
C 1.38 -2.51 -0.51 0.028
N -1.96 -1.60 0.09 0.154
H -0.22 1.96 0.87 0.044
C 1.17 0.51 0.11 -0.338
H 2.20 0.01 0.21 0.155
C 0.13 -0.47 -0.04 0.000
H -1.00 -3.32 -0.14 0.151
C 0.65 1.46 1.13 -0.065
H 1.26 0.62 -2.18 0.069
N 0.25 -1.75 -0.23 -0.104
N -0.95 -2.37 -0.28 0.040
H 2.58 1.30 -1.22 0.108
H 1.28 -3.54 -0.26 0.104
C -1.61 -0.39 0.24 -0.227
H 0.95 2.10 -1.39 0.037